The following is a quantum chemistry calculation of a cluster of 14 separate species, C56H140O28 in total, from the OMol25 dataset.

Summary:
- energy above the lowest of the compared OMol25 structures with the same formula, charge and spin (kcal per mole) = 91.9
- charge = 0
- strongest force on any atom (eV/Å) = 3.032
- molar mass (g mol⁻¹) = 1261.7
- DFT total energy (eV) = -117647.8701

Element x y z (Å)
C 2.86816 -2.11612 5.91596
O 3.49463 -1.05341 5.19259
C 2.59526 -0.22609 4.55837
C 1.73130 -0.71799 3.42823
O 0.87223 -1.75418 3.90721
C 0.12405 -2.48793 2.93997
H 2.13273 -1.71203 6.61161
H 3.59402 -2.60290 6.56731
H 2.28985 -2.82771 5.32665
H 3.18455 0.61856 4.20144
H 1.97476 0.18542 5.35443
H 2.43061 -1.28944 2.81789
H 1.39607 0.13638 2.84022
H 0.66942 -3.02006 2.16055
H -0.55124 -1.85708 2.36194
H -0.47704 -3.18058 3.52907
C 1.99307 -9.37445 0.29549
O 3.24218 -9.67043 -0.34486
C 3.43116 -8.88966 -1.50179
C 3.80249 -7.38106 -1.27123
O 2.70323 -6.51723 -0.97769
C 3.00388 -5.16873 -0.76948
H 1.89160 -10.04435 1.14933
H 1.12186 -9.56080 -0.33251
H 2.05582 -8.41277 0.80476
H 2.57347 -8.95705 -2.17108
H 4.22506 -9.46046 -1.98345
H 4.28352 -6.94404 -2.14629
H 4.57555 -7.44843 -0.50577
H 2.09937 -4.58898 -0.58554
H 3.57885 -4.73907 -1.58978
H 3.74514 -5.28351 0.02137
C 1.16207 -1.82437 -4.95963
O 1.15686 -3.20590 -5.04350
C 1.43181 -3.86853 -6.23992
C 1.59568 -5.41513 -6.18001
O 0.47789 -6.24392 -5.91043
C -0.19576 -5.87571 -4.71486
H 1.15040 -1.49339 -3.92116
H 0.41272 -1.36255 -5.60251
H 2.09709 -1.46338 -5.38803
H 2.39579 -3.51391 -6.60468
H 0.71739 -3.50895 -6.98046
H 2.50628 -5.61005 -5.61352
H 1.93630 -5.79028 -7.14507
H -0.59047 -4.86318 -4.79916
H 0.35860 -6.05934 -3.79449
H -1.01312 -6.59276 -4.63817
C 7.70188 4.12075 0.27305
O 6.46936 4.64340 -0.30283
C 6.59263 5.94793 -0.72570
C 5.34083 6.39124 -1.44172
O 4.25994 6.52050 -0.56882
C 3.12666 7.27632 -1.12886
H 7.52576 3.12150 0.67129
H 8.19984 4.72046 1.03495
H 8.43844 3.95824 -0.51382
H 7.37916 6.15256 -1.45206
H 6.88481 6.65608 0.04971
H 5.21794 5.76374 -2.32446
H 5.61408 7.41317 -1.70461
H 3.34858 8.32380 -0.92481
H 2.25161 6.97267 -0.55423
H 3.01353 6.98379 -2.17275
C -5.82805 1.31728 0.09386
O -5.13819 2.56173 0.02381
C -5.24545 3.19416 -1.21729
C -4.71918 4.67054 -1.09141
O -3.31927 4.73012 -0.81255
C -2.44907 4.09001 -1.67987
H -6.89342 1.36547 -0.13148
H -5.84326 0.87330 1.08922
H -5.48292 0.63795 -0.68556
H -6.29671 3.29297 -1.48785
H -4.69541 2.57253 -1.92378
H -5.18284 5.29975 -0.33166
H -4.83300 5.30207 -1.97249
H -1.44072 4.50391 -1.67549
H -2.85588 4.08883 -2.69110
H -2.40230 3.03684 -1.40285
C -0.60584 -6.19056 1.63549
O -1.39653 -7.12135 0.90031
C -2.74829 -6.83580 0.95254
C -3.49778 -8.07230 0.38962
O -3.43706 -9.38053 1.01608
C -3.70875 -9.26961 2.36985
H -0.63178 -5.13933 1.34854
H 0.47264 -6.34852 1.63818
H -0.94381 -6.30143 2.66583
H -3.06612 -6.05672 0.25964
H -3.11914 -6.64140 1.95891
H -3.04053 -8.35776 -0.55776
H -4.52973 -7.79974 0.16851
H -3.05113 -8.67471 3.00368
H -3.62434 -10.19886 2.93330
H -4.73852 -8.94815 2.52588
C -3.84294 -1.24753 2.38073
O -4.54429 -2.42619 2.14211
C -4.43704 -3.51218 3.10896
C -5.62958 -4.45317 3.09728
O -5.67833 -5.15642 1.88822
C -5.92193 -4.50105 0.65858
H -4.16093 -0.45672 1.70131
H -2.77818 -1.48057 2.38951
H -4.10644 -0.90166 3.38025
H -4.36740 -3.05282 4.09498
H -3.47094 -4.00647 3.00679
H -6.53504 -3.86980 3.26437
H -5.47129 -5.09400 3.96468
H -6.33737 -5.11808 -0.13815
H -5.00739 -4.06390 0.25779
H -6.61686 -3.67501 0.80968
C 3.35292 3.57026 -4.01892
O 3.65617 2.86420 -5.22529
C 2.94381 1.66390 -5.40921
C 1.50799 1.83299 -5.72439
O 0.77480 1.97692 -4.49880
C -0.59067 1.56336 -4.50712
H 2.81676 3.05711 -3.22060
H 2.71007 4.40114 -4.30958
H 4.17580 4.07332 -3.51110
H 3.19964 1.05967 -4.53883
H 3.27823 1.06888 -6.25904
H 1.23845 0.93329 -6.27753
H 1.44876 2.63574 -6.45937
H -1.16980 2.26747 -5.10455
H -1.16302 1.66376 -3.58493
H -0.86598 0.58645 -4.90455
C 7.22015 1.30015 -3.37130
O 7.64967 0.15314 -2.71445
C 7.85401 0.20930 -1.29833
C 6.62049 0.68512 -0.50572
O 5.62160 -0.24152 -0.71639
C 4.32523 0.12874 -0.16399
H 7.34089 1.28016 -4.45441
H 7.78673 2.15309 -2.99772
H 6.16380 1.37470 -3.11311
H 8.74786 0.79922 -1.09559
H 8.02026 -0.80703 -0.94122
H 6.40859 1.69054 -0.86946
H 6.79402 0.96230 0.53407
H 3.54532 -0.52697 -0.55114
H 4.05884 1.18160 -0.25685
H 4.37576 -0.17975 0.88021
C -2.16018 7.51779 1.24314
O -2.62939 8.89283 1.46019
C -2.33846 9.39609 2.80309
C -3.43004 10.38945 3.00127
O -3.27471 10.74334 4.39620
C -4.45622 11.13494 5.05350
H -1.09234 7.34165 1.37278
H -2.52326 7.09535 0.30623
H -2.50386 6.80820 1.99578
H -1.31655 9.77358 2.83908
H -2.48146 8.59776 3.53131
H -4.40219 9.92057 2.84911
H -3.27175 11.25997 2.36468
H -4.45837 11.21684 6.14042
H -5.27894 10.43798 4.89384
H -4.81016 12.09589 4.68014
C 1.78445 3.50503 4.64753
O 1.89522 4.74758 3.87822
C 2.26187 4.64552 2.53394
C 3.79398 4.36589 2.43413
O 3.99353 2.99589 2.81172
C 5.38172 2.68592 2.91575
H 2.04755 2.74439 3.91247
H 0.74158 3.23422 4.81244
H 2.50922 3.31184 5.43841
H 2.19381 5.69484 2.24688
H 1.65180 4.04919 1.85548
H 4.25709 5.08897 3.10554
H 4.27922 4.45275 1.46197
H 5.88815 2.57705 1.95670
H 5.50611 1.85476 3.60987
H 5.75826 3.57935 3.41386
C -4.70713 -1.31360 -4.45131
O -3.98480 -2.02238 -3.39052
C -4.87288 -2.85719 -2.61241
C -5.46442 -4.09239 -3.27605
O -4.55285 -5.04348 -3.80075
C -4.63247 -6.30090 -3.12393
H -5.18996 -1.94999 -5.19293
H -4.01179 -0.61559 -4.91756
H -5.46599 -0.69073 -3.97777
H -5.71567 -2.31473 -2.18399
H -4.32269 -3.30362 -1.78411
H -6.03941 -3.75114 -4.13688
H -6.26405 -4.62914 -2.76557
H -4.63458 -6.20163 -2.03846
H -3.79971 -6.93027 -3.43780
H -5.43837 -6.89655 -3.55267
C 0.04057 1.98983 0.99566
O 0.30534 0.67769 0.44513
C -0.45198 0.42787 -0.76638
C -0.39431 -1.12944 -1.06001
O -1.34655 -1.78942 -0.20211
C -1.48943 -3.27541 -0.42507
H 0.53314 2.73748 0.37399
H 0.46103 2.10317 1.99490
H -1.02820 2.20381 0.98969
H 0.04437 0.78524 -1.66860
H -1.42224 0.92450 -0.77366
H 0.61061 -1.53401 -0.93926
H -0.73670 -1.36306 -2.06813
H -2.27703 -3.63709 0.23597
H -0.51558 -3.74734 -0.29468
H -2.00185 -3.63620 -1.31691
C -1.71318 5.13294 4.58632
O -2.92999 5.12968 3.82235
C -2.97680 4.17130 2.71313
C -2.94868 2.70056 3.14757
O -1.65829 2.32121 3.68588
C -1.46728 0.83648 3.86093
H -1.75955 4.40890 5.39978
H -1.76637 6.06498 5.14896
H -0.82087 5.12032 3.96044
H -2.10491 4.40595 2.10253
H -3.81623 4.43183 2.06848
H -3.18058 2.03626 2.31509
H -3.68553 2.42073 3.90046
H -1.27050 0.24021 2.96995
H -2.31235 0.33523 4.33282
H -0.60800 0.76867 4.52814